No. 1
# C25H40IN2O15

6 unconnected molecules or ions with the total composition C25H40IN2O15 (ωB97M-V with the def2-TZVPD basis set, OMol25).

Summary:
Total charge = +1

CARTESIAN COORDINATES (ANGSTROEM)
C: 1.39 2.13 4.88
C: 1.59 0.86 4.67
C: 0.72 -0.09 3.88
C: -0.48 0.70 3.31
N: -1.55 -0.18 2.80
C: -1.07 -1.53 2.48
C: -0.35 -2.24 3.67
C: 0.76 -3.09 3.09
N: 0.12 -1.21 4.66
C: 0.92 -1.79 5.79
C: 0.40 -1.46 7.19
C: 0.05 -0.01 7.45
I: 2.03 -1.97 8.53
H: 0.77 2.77 4.28
H: 1.92 2.58 5.69
H: 2.48 0.43 5.12
H: 1.29 -0.42 3.02
H: -0.06 1.34 2.54
H: -0.95 1.28 4.10
H: -2.26 -0.27 3.52
H: -1.92 -2.13 2.18
H: -0.37 -1.47 1.66
H: -1.10 -2.85 4.15
H: 0.39 -3.66 2.26
H: 1.62 -2.51 2.77
H: 1.13 -3.79 3.84
H: -0.73 -0.83 5.08
H: 0.83 -2.87 5.71
H: 1.98 -1.62 5.69
H: -0.39 -2.12 7.48
H: -0.32 0.09 8.47
H: -0.78 0.30 6.81
H: 0.88 0.67 7.34
C: 0.61 0.80 -0.67
C: 1.13 1.57 -1.85
O: 2.43 1.99 -1.39
C: 2.83 1.13 -0.43
O: 3.92 1.09 0.05
O: 1.81 0.30 -0.06
H: -0.04 -0.03 -0.96
H: 0.08 1.43 0.05
H: 1.24 0.96 -2.74
H: 0.50 2.42 -2.10
C: -3.71 1.99 -3.90
C: -2.48 1.22 -4.30
O: -1.44 1.94 -3.63
C: -1.99 2.59 -2.58
O: -1.36 3.14 -1.73
O: -3.34 2.53 -2.62
H: -4.60 1.36 -3.81
H: -3.93 2.81 -4.58
H: -2.48 0.19 -3.94
H: -2.31 1.21 -5.38
C: -6.84 3.55 0.21
C: -5.77 2.49 0.10
O: -6.41 1.47 -0.67
C: -7.41 2.06 -1.39
O: -8.02 1.52 -2.25
O: -7.60 3.34 -0.98
H: -6.44 4.56 0.24
H: -7.49 3.40 1.07
H: -4.89 2.84 -0.45
H: -5.45 2.10 1.07
C: 3.30 0.63 -4.98
C: 3.30 0.91 -6.46
O: 2.20 0.10 -6.92
C: 1.36 -0.09 -5.88
O: 0.27 -0.57 -5.97
O: 1.92 0.33 -4.72
H: 3.63 1.48 -4.39
H: 3.91 -0.24 -4.73
H: 3.09 1.95 -6.70
H: 4.22 0.61 -6.95
C: 4.56 -4.65 -4.21
C: 3.51 -4.10 -5.15
O: 3.74 -2.69 -5.07
C: 5.03 -2.50 -4.68
O: 5.58 -1.44 -4.69
O: 5.59 -3.66 -4.29
H: 4.94 -5.62 -4.52
H: 4.21 -4.71 -3.18
H: 3.65 -4.42 -6.18
H: 2.49 -4.34 -4.84

No. 2
# C25H40N3OSiTl

A molecular structure, C25H40N3OSiTl (ωB97M-V with the def2-TZVPD basis set, OMol25).

Summary:
ΔE to the lowest compared entry with this formula, charge and spin = 0.0 kJ/mol

CARTESIAN COORDINATES (ANGSTROEM)
Tl: -0.60 -0.64 -1.40
C: 2.52 -4.21 -0.29
C: 2.64 -3.02 0.74
C: 1.40 -3.09 1.63
C: 2.84 -1.68 -0.01
C: 3.29 -0.59 0.66
C: 3.58 0.64 0.00
C: 3.44 0.74 -1.37
C: 3.84 1.97 -2.14
C: 2.81 -0.32 -2.02
C: 2.62 -1.53 -1.36
H: 2.53 -5.16 0.27
H: 3.37 -4.26 -1.01
H: 1.54 -4.20 -0.85
H: 3.54 -3.06 1.29
H: 0.50 -3.31 1.06
H: 1.32 -2.25 2.37
H: 1.40 -4.08 2.16
H: 3.59 -0.67 1.67
H: 3.98 1.44 0.58
H: 4.85 2.17 -1.84
H: 3.11 2.77 -1.89
H: 3.71 1.86 -3.23
H: 2.59 -0.21 -3.08
H: 2.20 -2.40 -1.85
C: 0.44 0.04 -5.06
C: 0.44 1.30 -4.22
C: 1.04 2.46 -4.64
C: 1.00 3.50 -3.73
C: 0.56 3.33 -2.48
C: 0.02 2.04 -2.02
N: -0.14 1.11 -3.02
N: -0.33 1.63 -0.80
Si: -0.46 2.53 0.66
C: -0.83 1.29 2.03
C: -1.94 3.64 0.52
C: 1.15 3.43 1.12
H: -0.55 -0.24 -5.46
H: 0.93 -0.77 -4.61
H: 0.91 0.28 -5.99
H: 1.52 2.44 -5.58
H: 1.44 4.47 -3.93
H: 0.52 4.19 -1.82
H: -1.70 0.79 1.62
H: -1.16 1.74 2.94
H: -0.09 0.58 2.35
H: -2.79 3.00 0.38
H: -1.87 4.04 -0.48
H: -2.26 4.39 1.29
H: 1.94 2.71 1.05
H: 1.11 3.59 2.20
H: 1.39 4.27 0.55
O: -3.20 -0.20 -0.13
C: -3.66 -0.80 0.81
C: -3.45 -2.24 1.06
C: -2.46 -2.57 2.18
C: -3.01 -2.48 3.59
C: -3.50 -1.06 3.96
C: -4.67 -0.57 3.15
N: -4.37 -0.13 1.78
H: -3.06 -2.64 0.12
H: -4.43 -2.73 1.20
H: -1.64 -1.86 2.09
H: -2.02 -3.54 1.93
H: -2.21 -2.84 4.30
H: -3.81 -3.23 3.65
H: -2.68 -0.37 3.95
H: -3.88 -1.10 4.98
H: -5.10 0.24 3.75
H: -5.35 -1.42 3.07
H: -4.41 0.86 1.58

How do the records compare in E_LUMO? In the order shown, they have -2.83; 0.52 eV.
How do the records compare in DFT total energy? In the order shown, they have -68360.0861; -45664.9403 eV.
How do the records compare in max |F|? In the order shown, they have 2.44; 2.80 eV/A.